97
Properties=species:S:1:pos:R:3:forces:R:3 method="wB97M-V/def2-TZVPD" homo_lumo_gap_ev="2.1 / 6.2" spin_multiplicity=7 lumo_ha="0.12643 / 0.12565" homo_ev="1.32 / -2.80" charge=-2
Eu -0.398 -0.723 1.137 -0.80 -0.03 0.18
O -7.910 2.055 1.710 -0.06 0.24 0.96
C -7.141 2.136 2.844 -0.23 0.59 1.82
O -7.641 2.576 3.872 -0.14 -0.38 -1.37
C -5.714 1.764 2.830 -0.17 -0.84 0.25
C -5.068 1.454 1.630 1.39 0.41 0.92
C -3.689 1.317 1.648 0.42 -0.51 -0.32
C -2.937 1.278 2.854 2.01 0.29 -0.47
C -3.622 1.453 4.059 -0.72 -0.32 1.10
C -4.999 1.676 4.062 0.08 0.66 -1.24
N -1.501 1.152 2.785 -3.08 -1.44 -2.35
C -0.723 1.370 3.808 1.19 0.72 0.93
C 0.713 1.294 3.656 -0.27 -0.59 0.72
C 1.580 2.049 4.475 0.80 -0.66 -1.16
C 2.942 2.011 4.147 -0.92 1.08 1.14
C 3.395 1.126 3.179 1.96 -0.46 -0.20
C 2.535 0.239 2.582 -1.62 0.82 0.11
N 1.204 0.392 2.769 -0.09 -0.12 -0.35
H -7.501 1.508 1.047 0.48 -0.26 -0.36
H -5.609 1.406 0.705 0.03 0.13 -0.46
H -3.133 1.201 0.719 -0.21 -0.11 0.14
H -3.066 1.342 5.011 -0.55 0.22 -0.63
H -5.569 1.904 4.953 0.18 -0.18 0.12
H -1.122 1.760 4.732 0.11 0.36 0.28
H 1.115 2.640 5.236 0.23 0.50 0.32
H 3.628 2.725 4.658 -0.43 -0.77 -0.44
H 4.471 1.072 2.921 -0.80 0.11 0.23
H 2.765 -0.589 1.925 0.59 0.44 0.03
O 3.486 1.796 -0.356 -2.78 1.65 -1.83
C 2.687 2.336 -1.115 0.23 0.01 -0.64
O 1.292 2.639 -0.840 1.21 -1.83 2.75
C 2.667 2.878 -2.582 -0.98 -0.56 1.27
P 0.774 3.470 -2.111 4.11 1.75 -1.92
C 0.158 2.452 -3.460 -2.35 0.71 -0.23
C -0.285 3.085 -4.646 0.82 0.14 0.13
C -0.650 2.281 -5.709 -0.51 0.25 -0.82
C -0.953 0.932 -5.484 0.39 0.47 0.12
C -0.693 0.309 -4.259 -0.38 1.01 0.01
C -0.113 1.099 -3.242 1.79 -0.99 -0.25
C 1.375 5.149 -2.090 -1.27 -0.71 -1.09
C 2.084 5.823 -3.143 1.16 0.29 -0.90
C 2.775 7.008 -2.955 0.47 -0.41 -0.09
C 2.627 7.717 -1.727 1.37 0.20 -1.44
C 1.860 7.119 -0.757 -1.86 -1.28 2.29
C 1.203 5.889 -0.912 -0.19 1.64 1.21
H 2.728 2.079 -3.314 0.48 -0.17 -0.07
H 3.247 3.762 -2.780 0.73 -0.13 -0.04
H -0.283 4.184 -4.770 0.38 -0.71 0.22
H -0.750 2.710 -6.753 -0.22 -0.48 1.43
H -1.423 0.461 -6.319 -0.12 -0.86 -0.27
H -1.029 -0.718 -4.086 0.43 0.30 0.00
H 0.413 0.626 -2.374 -1.26 0.33 -0.53
H 2.167 5.408 -4.150 0.01 -0.37 0.30
H 3.590 7.285 -3.694 -1.45 0.01 0.62
H 3.217 8.599 -1.538 0.05 0.18 0.12
H 1.759 7.577 0.248 0.03 -0.07 -0.71
H 0.531 5.513 -0.116 0.69 0.27 -0.40
O 3.151 -2.212 0.220 0.13 0.88 0.88
C 2.050 -2.556 0.660 0.36 -1.30 -0.07
O 1.373 -2.101 1.660 0.53 -0.44 -1.36
C 0.489 -1.158 6.718 -0.39 1.14 0.26
O 0.854 -2.239 6.542 0.14 -0.39 -0.13
O 0.114 -0.075 6.933 0.25 -0.71 -0.15
C -2.955 -3.757 1.244 -0.98 0.68 -0.60
C -1.673 -4.461 0.937 0.78 -1.78 1.67
C -1.660 -5.887 1.055 -0.34 2.15 -1.09
C -0.482 -6.553 0.937 1.23 -0.80 0.15
C 0.715 -5.888 0.655 -2.18 1.30 0.04
C 0.578 -4.474 0.482 0.76 -1.15 0.21
N -0.522 -3.780 0.813 -1.60 -0.23 -0.95
N 1.627 -3.747 -0.025 0.74 0.13 0.06
Si 2.890 -4.230 -1.301 -1.04 -0.39 1.77
C 4.499 -4.957 -0.558 1.23 0.86 -0.79
C 3.089 -2.828 -2.492 -0.29 -0.70 -1.33
C 2.119 -5.786 -2.090 0.87 -0.55 -0.04
H -3.153 -3.734 2.355 0.26 0.22 -1.12
H -3.824 -4.291 0.768 0.79 0.18 0.55
H -2.939 -2.745 0.751 -0.06 -0.70 1.04
H -2.592 -6.398 1.031 -0.61 -0.40 0.43
H -0.500 -7.632 1.094 0.20 0.09 -0.21
H 1.615 -6.431 0.488 0.54 0.06 -0.01
H 5.109 -4.110 -0.126 -0.38 -0.82 -0.69
H 5.084 -5.472 -1.429 -0.88 0.86 1.59
H 4.398 -5.657 0.285 -0.35 -0.02 -0.48
H 3.845 -3.224 -3.179 0.11 0.13 -0.32
H 3.513 -1.960 -2.022 -0.13 0.37 0.15
H 2.196 -2.584 -3.133 0.74 -0.22 0.89
H 2.461 -6.744 -1.624 -0.31 0.82 0.08
H 2.463 -5.924 -3.119 -0.19 0.35 -0.18
H 1.041 -5.760 -2.062 -0.41 -0.06 -0.19
F 0.589 -0.167 -0.519 0.17 -0.05 -0.29
As -3.480 -2.849 -2.247 -0.53 -1.30 0.02
F -1.962 -2.924 -3.081 -0.67 0.05 -0.18
F -0.649 3.800 -1.473 -0.99 -0.44 0.71
F -4.460 -1.925 -3.365 0.62 -0.49 0.03
F -2.388 -1.118 0.076 0.83 0.27 0.28
F -4.083 -4.518 -2.777 0.69 1.86 0.30



102
Properties=species:S:1:pos:R:3:forces:R:3 method="wB97M-V/def2-TZVPD" homo_lumo_gap_ev="5.5 / 5.3" spin_multiplicity=3 lumo_ha="-0.08016 / -0.10083" de_lowest_kcal_mol=116.6 homo_ev="-7.67 / -8.06" charge=0
Mo -0.034 -0.596 0.510 1.47 -2.21 2.00
Br -1.095 -7.958 -2.087 -0.05 0.05 0.03
C -2.444 -6.995 -1.214 0.01 -0.12 -0.01
C -3.767 -7.143 -1.626 0.07 -0.01 -0.04
C -4.753 -6.416 -1.006 -0.10 0.29 0.12
C -4.425 -5.502 0.017 1.32 -0.47 -0.28
C -3.080 -5.403 0.441 -0.25 -0.04 0.02
C -2.102 -6.149 -0.165 0.06 0.04 0.04
N -5.423 -4.800 0.592 -1.32 0.57 0.28
N -5.359 -3.862 1.408 -0.12 -0.42 0.33
C -4.596 -2.782 1.458 0.23 0.09 -0.61
C -4.418 -2.149 2.715 0.40 0.22 0.21
C -3.393 -1.270 2.954 -0.28 -0.04 0.25
C -2.490 -0.956 1.912 1.68 0.90 0.66
O -1.364 -0.320 2.016 -3.47 -0.51 1.49
C -2.796 -1.414 0.607 -0.21 -0.57 -1.48
N -1.885 -1.015 -0.320 -2.70 -0.10 -0.99
C -2.084 -1.390 -1.595 -0.12 0.85 0.56
C -3.185 -2.134 -1.978 -0.81 -0.57 0.47
C -4.070 -2.622 -1.022 0.46 0.41 -0.62
C -3.860 -2.285 0.315 0.68 0.51 0.26
H -4.006 -7.823 -2.430 -0.02 0.00 -0.03
H -5.783 -6.509 -1.314 -0.13 -0.01 0.02
H -2.815 -4.731 1.242 0.08 0.06 0.09
H -1.072 -6.040 0.133 0.16 0.08 -0.02
H -5.051 -2.476 3.525 -0.10 -0.03 0.09
H -3.223 -0.874 3.944 0.03 0.03 0.03
H -1.365 -1.018 -2.317 -0.16 -0.03 0.01
H -3.304 -2.388 -3.017 0.06 -0.04 -0.12
H -4.904 -3.240 -1.317 -0.02 -0.06 -0.04
C -1.543 3.752 -4.148 0.22 0.19 0.44
C -1.023 2.335 -3.982 -0.19 -0.26 0.33
S -1.420 1.522 -2.397 -0.61 0.48 -0.85
C -3.272 1.501 -2.458 0.88 -0.07 0.00
C -3.893 2.014 -1.159 0.40 0.38 0.56
S -2.718 2.400 0.199 -0.52 0.19 -0.18
C -1.703 3.827 -0.388 -0.03 -0.50 0.51
C -2.242 4.669 -1.537 0.40 0.05 -0.32
S -1.008 4.938 -2.868 -0.26 -0.07 -0.09
H -2.632 3.790 -4.187 -0.01 -0.01 -0.12
H -1.157 4.160 -5.083 -0.09 0.02 -0.05
H 0.067 2.327 -3.980 0.04 0.00 -0.11
H -1.384 1.709 -4.800 0.11 0.00 -0.08
H -3.566 0.468 -2.637 -0.16 0.10 -0.10
H -3.586 2.104 -3.306 -0.06 -0.03 -0.08
H -4.520 1.249 -0.704 -0.11 0.00 0.02
H -4.514 2.895 -1.320 -0.10 -0.12 -0.09
H -0.728 3.408 -0.643 -0.18 0.14 -0.02
H -1.604 4.432 0.515 0.01 0.06 -0.05
H -2.504 5.669 -1.193 -0.13 -0.06 0.02
H -3.118 4.237 -2.010 -0.10 0.05 0.00
N 7.083 -5.669 0.345 0.28 -0.20 0.08
C 6.092 -4.802 -0.028 -0.33 0.45 -0.08
C 4.768 -5.027 0.368 0.09 0.10 -0.14
C 3.785 -4.108 0.079 0.05 -0.11 -0.04
C 4.103 -2.946 -0.604 -0.38 0.10 -0.04
C 5.398 -2.719 -1.039 -0.18 0.17 -0.04
C 6.384 -3.643 -0.760 -0.04 -0.14 0.03
S 2.837 -1.755 -0.940 2.42 0.18 1.25
O 3.426 -0.497 -1.228 0.29 0.10 -0.27
O 2.054 -2.296 -2.070 -0.26 0.01 0.00
N 1.837 -1.771 0.348 0.75 -0.23 -1.73
C 2.261 -1.448 1.565 0.92 -0.36 1.87
N 3.490 -1.689 2.013 -0.10 -0.02 -0.25
C 3.735 -1.360 3.264 -0.14 0.12 0.15
C 2.776 -0.810 4.109 -0.21 0.00 -0.11
C 1.523 -0.583 3.560 -0.06 0.00 0.19
N 1.269 -0.886 2.299 0.70 -0.46 -0.40
H 6.811 -6.587 0.652 0.09 0.03 -0.09
H 7.971 -5.598 -0.121 -0.06 -0.11 0.01
H 4.517 -5.935 0.894 -0.05 -0.11 0.12
H 2.768 -4.295 0.371 -0.35 -0.11 0.10
H 5.606 -1.817 -1.594 0.16 0.09 -0.03
H 7.390 -3.481 -1.118 0.13 0.07 0.01
H 4.744 -1.554 3.599 0.10 0.04 0.17
H 2.996 -0.551 5.130 0.00 0.00 0.11
H 0.706 -0.143 4.120 0.04 0.05 -0.01
C 1.442 5.590 5.299 0.00 0.02 -0.06
C 1.566 4.744 4.069 0.01 -0.11 -0.09
C 2.152 3.485 4.125 -0.06 0.06 -0.10
C 2.182 2.675 3.004 0.14 -0.10 0.08
C 1.635 3.113 1.813 0.00 -0.34 -0.15
C 1.104 4.387 1.720 -0.02 0.07 -0.15
C 1.073 5.194 2.846 0.04 -0.11 0.00
S 1.522 1.885 0.522 0.68 0.96 0.76
O 1.437 2.495 -0.763 0.00 0.20 -0.10
O 2.535 0.902 0.793 0.27 0.70 -0.16
O 0.179 1.242 0.912 -0.13 2.51 0.45
H 1.923 5.115 6.150 0.04 0.02 0.08
H 0.390 5.739 5.540 -0.05 0.06 0.07
H 1.890 6.569 5.142 0.03 0.10 0.05
H 2.580 3.134 5.053 0.03 -0.03 0.08
H 2.632 1.695 3.026 0.06 -0.01 0.11
H 0.728 4.740 0.773 -0.08 0.06 -0.12
H 0.650 6.187 2.784 -0.05 0.08 -0.05
F 0.723 -4.513 -0.225 -0.46 1.33 -0.27
Te 0.169 -3.004 -1.579 -0.53 -7.80 -4.01
F -0.173 -2.532 -3.520 0.03 0.60 1.54
F -0.447 -2.432 1.038 -0.33 -0.48 0.10
F 1.010 -4.460 -2.571 -0.22 1.12 0.45
F -1.407 -4.298 -2.063 0.66 1.33 0.91
O 0.401 -0.419 -1.065 -0.28 0.70 -2.75